Computed, not measured: a molecular structure, C22H42Cl3MgN2O4SSi at a distorted geometry, with ωB97M-V/def2-TZVPD.

Last column: Löwdin charge in e.
Atoms and positions in Å:
C: -2.367 3.405 1.792  -0.033
C: -1.958 4.049 0.512  -0.229
H: -2.009 3.996 2.638  0.071
H: -1.952 2.393 1.842  0.055
H: -3.463 3.334 1.874  0.097
C: -1.756 5.368 0.369  -0.110
C: -1.873 6.365 1.467  -0.109
H: -1.561 5.797 -0.614  0.098
H: -1.394 6.030 2.394  0.069
H: -2.919 6.610 1.701  0.081
H: -1.381 7.297 1.168  0.066
Mg: -0.756 -2.424 1.021  0.104
Cl: -1.854 -4.485 0.871  -0.145
Cl: -2.025 -0.677 1.854  -0.066
C: -0.777 -2.951 -1.857  -0.277
O: -0.119 -2.492 -0.883  -0.110
N: -0.296 -3.037 -3.097  -0.162
C: 1.128 -2.798 -3.371  -0.017
C: -1.211 -3.195 -4.223  -0.041
H: -1.813 -3.294 -1.705  0.123
H: 1.754 -3.427 -2.724  0.105
H: 1.411 -1.749 -3.204  0.076
H: 1.323 -3.066 -4.414  0.085
H: -2.059 -3.812 -3.915  0.093
H: -0.691 -3.680 -5.052  0.084
H: -1.607 -2.223 -4.553  0.093
H: 1.444 -0.935 6.216  0.073
H: 0.805 0.491 3.351  0.080
C: 2.265 -1.207 5.534  -0.159
C: 1.831 0.139 3.522  -0.085
N: 1.849 -1.145 4.156  -0.272
H: 2.598 -2.225 5.774  0.054
C: 1.497 -2.305 3.438  -0.676
O: 0.890 -2.297 2.318  -0.212
H: 2.367 0.106 2.569  0.073
H: 2.334 -3.015 3.625  0.092
H: 3.082 -0.491 5.680  0.071
H: 2.331 0.855 4.182  0.078
O: -0.664 2.231 -0.295  -0.177
C: -1.750 3.087 -0.649  -0.276
C: -0.389 4.432 -2.327  -0.066
C: -1.585 3.782 -2.008  -0.200
H: 0.439 4.388 -1.613  0.113
C: -0.285 5.165 -3.514  -0.081
H: -2.647 2.446 -0.675  0.154
C: -2.679 3.878 -2.882  -0.031
H: 0.672 5.629 -3.748  0.101
C: -1.395 5.335 -4.342  -0.102
C: -2.589 4.674 -4.028  -0.090
H: -3.606 3.352 -2.624  0.119
H: -1.330 6.009 -5.200  0.097
H: -3.461 4.806 -4.671  0.097
Si: 0.477 1.278 -1.086  0.413
Cl: 0.393 -3.319 4.904  0.245
C: 2.076 2.191 -1.417  -0.165
C: -0.352 0.702 -2.652  -0.128
C: 0.838 0.071 0.255  -0.187
H: 1.988 3.031 -2.117  0.009
H: 2.780 1.465 -1.849  0.031
H: 2.510 2.569 -0.481  0.042
H: 0.994 0.546 1.231  0.021
H: 1.641 -0.653 0.050  0.063
H: -0.134 -0.447 0.354  -0.080
H: -0.664 1.559 -3.263  0.030
H: -1.250 0.120 -2.418  0.044
H: 0.331 0.087 -3.252  0.013
C: 1.593 -7.523 0.847  -0.275
S: 1.645 -5.874 1.568  0.766
C: 1.437 -6.316 3.297  -0.275
O: 3.028 -5.329 1.390  -0.569
H: 0.936 -8.158 1.449  0.045
H: 2.611 -7.925 0.801  0.051
H: 1.178 -7.410 -0.161  0.039
H: 2.154 -7.107 3.546  0.053
H: 1.582 -5.418 3.910  -0.014
H: 0.407 -6.660 3.417  0.056

Force components x, y, z for each atom (eV/Å):
C 0.1473 -0.1765 0.2050
C 0.3734 0.8877 -0.7485
H -0.0818 -0.1947 0.0515
H -0.1360 0.0984 0.1561
H 0.2320 -0.0118 -0.0734
C -0.3853 -0.6373 -0.1989
C 0.0538 0.5005 0.3711
H 0.0955 -0.2851 0.2025
H -0.1371 0.0165 -0.1161
H 0.1614 -0.0544 -0.0075
H -0.1051 -0.0561 0.1177
Mg 0.6046 -0.4199 1.7115
Cl -0.0747 0.0042 -0.1620
Cl -0.3886 0.0408 -0.2136
C 0.5164 0.7514 1.3919
O -0.5511 -0.8137 -1.9624
N 0.3859 -0.0365 -0.0484
C -0.0250 0.1141 0.1477
C -0.1903 0.0369 0.2064
H 0.2238 0.0998 -0.1202
H -0.2677 0.1871 -0.0644
H -0.1292 -0.3056 -0.0400
H -0.0530 0.1005 0.2446
H 0.1147 0.0235 -0.0735
H -0.1220 0.0255 0.1263
H 0.2096 -0.2038 -0.0133
H 0.1436 -0.1966 -0.0480
H 0.0754 0.1440 -0.1197
C 0.0969 -0.1048 -0.2143
C -0.4552 0.1313 0.0335
N -0.0765 0.4790 -0.6344
H -0.0152 0.3748 0.0567
C 1.3080 -0.4885 0.2184
O 0.1322 0.4794 0.2021
H -0.0437 0.0902 0.0774
H -0.5434 -0.2220 -0.6538
H 0.0622 -0.1563 0.0853
H -0.0555 -0.0365 -0.1364
O 0.2598 0.5119 -0.3109
C 0.1514 -0.5327 -0.3516
C -0.2410 -0.0354 -0.2198
C -0.2865 0.0200 0.4132
H -0.3007 -0.0057 -0.3616
C 0.0356 -0.0676 0.4156
H 0.0634 0.1139 -0.2517
C 0.3829 0.1384 0.1249
H -0.2620 0.0572 -0.0367
C -0.0173 -0.1566 0.1872
C 0.0180 0.0643 0.0230
H 0.3283 0.2636 -0.1655
H -0.0627 -0.3769 0.1683
H 0.2419 -0.0891 0.1657
Si -0.5817 1.0331 1.0981
Cl -1.1784 -0.8398 0.5800
C 0.1241 0.2300 -0.4132
C 0.1442 -0.2912 -0.3650
C -0.3326 -0.6891 -0.3174
H 0.0979 -0.2162 0.0644
H 0.0017 0.1512 0.0918
H -0.1494 -0.1516 -0.1620
H -0.0355 0.0428 -0.5838
H -0.3015 0.2078 0.1255
H 0.6868 0.3990 0.0495
H 0.1413 -0.1302 0.1224
H 0.1342 0.0029 0.0218
H -0.2129 0.0603 -0.0022
C -0.0151 -0.2205 -0.0267
S -0.2565 1.1558 0.0447
C 0.2533 -0.3415 -0.0738
O 0.0593 -0.4801 -0.0041
H 0.1020 0.0350 -0.1777
H -0.1587 0.0448 0.0987
H 0.1512 -0.1138 0.1983
H -0.0940 0.1464 0.0944
H -0.0673 -0.1696 -0.2596
H 0.0758 0.0436 0.0392

Energy ... -96398.3174 eV
Orbital gap ... 0.243 Ha
M ... 589.41 u
Charge ... -1

Computed, not measured: a molecular structure, C22H42GaNOP3 at a distorted geometry, with ωB97M-V/def2-TZVPD.

Last column: Löwdin charge in e.
Atoms and positions in Å:
Ga: 0.094 -0.473 0.123  0.406
P: 0.466 -2.547 -0.842  0.781
P: 2.173 0.200 1.022  0.787
P: -2.097 0.399 0.317  0.800
H: 1.546 4.325 0.105  0.061
C: 0.516 4.531 0.431  -0.069
C: 0.174 4.493 1.732  -0.085
H: 0.916 4.323 2.525  0.064
C: 1.606 -2.382 -2.265  -0.200
C: 1.249 -3.787 0.228  -0.198
C: -1.068 -3.272 -1.481  -0.195
C: 2.177 1.802 1.877  -0.210
C: 2.816 -1.025 2.210  -0.194
C: 3.468 0.333 -0.250  -0.203
C: -2.205 1.926 1.312  -0.201
C: -3.323 -0.763 1.015  -0.198
C: -2.846 0.860 -1.283  -0.204
H: -0.193 4.791 -0.365  0.066
H: -0.840 4.735 2.079  0.070
H: 1.045 -2.407 -3.208  0.072
H: 2.312 -3.224 -2.240  0.088
H: 2.190 -1.451 -2.213  0.030
H: 0.974 -4.782 -0.150  0.089
H: 0.897 -3.690 1.262  0.035
H: 2.343 -3.677 0.205  0.072
H: -0.883 -4.322 -1.739  0.085
H: -1.394 -2.726 -2.378  0.076
H: -1.855 -3.212 -0.719  0.050
H: 3.205 2.183 1.957  0.093
H: 1.754 1.703 2.886  0.056
H: 1.572 2.546 1.345  0.000
H: 3.880 -0.829 2.405  0.088
H: 2.705 -2.040 1.810  0.036
H: 2.258 -0.970 3.151  0.058
H: 4.437 0.529 0.232  0.086
H: 3.235 1.153 -0.943  0.075
H: 3.539 -0.605 -0.817  0.046
H: -3.157 2.433 1.098  0.090
H: -1.383 2.618 1.087  0.019
H: -2.161 1.687 2.382  0.049
H: -4.324 -0.531 0.620  0.082
H: -3.338 -0.700 2.110  0.064
H: -3.065 -1.792 0.732  0.040
H: -3.937 0.925 -1.165  0.080
H: -2.610 0.094 -2.032  0.062
H: -2.449 1.824 -1.630  0.053
C: 0.259 1.104 -3.356  -0.301
C: 0.819 0.286 -4.347  -0.028
C: 0.450 0.499 -5.676  -0.044
C: -0.378 1.574 -6.007  -0.048
C: -0.821 2.459 -5.021  -0.039
C: -0.492 2.240 -3.680  -0.024
O: 0.400 0.794 -2.008  -0.106
H: 0.632 -0.186 -1.907  0.002
H: 1.508 -0.507 -4.068  0.088
H: 0.826 -0.179 -6.440  0.124
H: -0.662 1.735 -7.044  0.124
H: -1.429 3.326 -5.292  0.127
H: -0.826 2.917 -2.887  0.113
C: -1.364 -1.650 5.216  0.003
C: -0.954 -0.357 4.891  -0.002
C: -0.517 -0.088 3.586  -0.153
N: -0.453 -1.041 2.637  -0.037
C: -0.838 -2.294 2.950  -0.137
C: -1.296 -2.634 4.229  -0.004
H: -1.730 -1.884 6.213  0.138
H: -0.961 0.460 5.608  0.131
H: -0.215 0.926 3.302  0.097
H: -0.792 -3.042 2.153  0.095
H: -1.589 -3.664 4.408  0.129

Force components x, y, z for each atom (eV/Å):
Ga -0.6935 0.6261 2.2895
P 0.1652 -1.2075 -1.0243
P 1.1788 0.7164 0.3733
P -1.3914 0.9818 -0.2674
H -0.4356 0.2402 0.1412
C -0.1290 -0.1514 0.6328
C 0.1095 0.3777 -0.5798
H -0.3354 0.0395 -0.4175
C 0.1317 -0.0065 0.0373
C -0.0212 0.0859 0.5162
C -0.1640 0.1398 0.0863
C -0.2531 0.1056 0.1076
C -0.3436 -0.2288 0.0038
C -0.2190 -0.0314 -0.3054
C 0.3058 -0.0943 0.2339
C 0.3200 -0.3979 0.1862
C 0.4613 -0.1314 -0.2186
H 0.2381 -0.0919 0.4239
H 0.4644 -0.0405 -0.2344
H 0.1189 0.0019 0.2372
H -0.2277 0.1855 -0.0636
H -0.1115 -0.3608 -0.0818
H 0.1226 0.2573 0.0354
H 0.2034 -0.1684 -0.2774
H -0.3245 -0.0308 -0.0093
H -0.0812 0.2104 0.0021
H 0.0620 -0.1302 0.2178
H 0.1448 -0.1548 -0.2128
H -0.1933 -0.2556 -0.0219
H 0.2135 -0.0606 -0.2466
H 0.1920 -0.3106 -0.0043
H -0.2817 0.0567 -0.1344
H 0.1379 0.2121 0.1113
H 0.1252 0.0238 -0.2044
H -0.3208 -0.0522 -0.0634
H 0.0608 -0.2005 0.1543
H 0.1230 0.2384 0.1570
H 0.1657 -0.2742 -0.0258
H -0.1721 -0.1961 -0.0920
H -0.0981 0.0337 -0.2703
H 0.4119 0.0497 0.1056
H 0.0472 -0.0186 -0.2547
H -0.1902 0.1846 0.0895
H 0.3501 0.0197 0.0578
H -0.1476 0.2291 0.0320
H -0.0906 -0.3292 0.0781
C -0.3823 0.3527 -1.8562
C -0.6093 0.2991 0.5135
C 0.0630 0.2623 0.1204
C 0.0314 -0.0627 0.0670
C 0.2462 -0.0281 0.0568
C 0.0594 -0.5317 0.1777
O 0.8144 -2.1021 2.1399
H 0.0116 1.9672 -1.5723
H -0.1944 0.1549 -0.2280
H -0.0641 0.2629 0.0896
H 0.0577 -0.0274 0.2021
H 0.2389 -0.3137 0.0876
H 0.0594 -0.2494 -0.3257
C 0.1161 0.0312 -0.2584
C 0.1917 0.1926 -0.6083
C -0.1366 -0.3495 0.4740
N 0.0257 -0.0805 -0.8342
C -0.1583 0.2590 0.6827
C 0.1786 0.0607 -0.6268
H 0.1039 0.0326 -0.1788
H -0.0863 -0.2502 -0.0382
H -0.0901 -0.4255 0.0994
H -0.0930 0.2672 0.3771
H -0.0123 0.1867 0.1391

Energy ... -107250.2956 eV
Orbital gap ... 0.246 Ha
M ... 499.23 u
Charge ... +3

Computed, not measured: a molecular structure, C22H42InN9O9S at a distorted geometry, with ωB97M-V/def2-TZVPD.

Last column: Löwdin charge in e.
Atoms and positions in Å:
In: 0.033 -1.043 -1.034  1.011
O: -0.705 -1.610 -4.307  -0.073
C: -0.883 -0.301 -4.814  -0.217
C: 0.052 0.752 -4.200  -0.145
N: 0.064 0.934 -2.731  -0.179
C: -1.185 1.529 -2.246  -0.106
C: -2.344 0.521 -2.196  -0.665
O: -3.474 0.916 -2.426  0.052
O: -2.017 -0.686 -1.862  -0.129
C: 1.212 1.775 -2.370  -0.093
C: 1.952 1.324 -1.110  -0.630
O: 3.128 1.692 -0.989  0.011
O: 1.315 0.614 -0.259  -0.103
H: -1.419 -1.717 -3.656  0.068
H: -1.925 0.007 -4.717  0.124
H: -0.653 -0.340 -5.880  0.123
H: -0.195 1.710 -4.680  0.137
H: 1.069 0.482 -4.487  0.091
H: -1.494 2.393 -2.845  0.139
H: -1.029 1.835 -1.210  0.113
H: 0.905 2.815 -2.214  0.142
H: 1.957 1.779 -3.163  0.124
C: 3.541 -1.196 -4.588  -0.029
N: 3.964 -1.309 -3.208  -0.131
C: 5.404 -1.249 -2.998  -0.035
C: 3.073 -1.413 -2.192  -0.395
N: 1.810 -1.626 -2.364  0.130
N: 3.651 -1.236 -0.934  0.125
C: 3.202 -1.799 0.254  -0.538
N: 3.868 -1.285 1.345  0.154
N: 2.357 -2.753 0.280  0.139
H: 4.129 -0.422 -5.083  0.100
H: 2.491 -0.923 -4.653  0.061
H: 3.685 -2.139 -5.122  0.104
H: 5.900 -1.765 -3.820  0.091
H: 5.668 -1.746 -2.071  0.089
H: 5.761 -0.215 -2.965  0.098
H: 1.523 -1.876 -3.302  0.056
H: 4.030 -0.294 -0.833  0.125
H: 4.267 -0.364 1.260  0.098
H: 3.469 -1.495 2.242  0.096
H: 2.209 -3.112 1.217  0.057
C: -0.856 4.368 2.447  -0.105
C: -0.875 4.751 3.918  -0.284
S: -2.113 3.814 4.837  0.662
O: -2.235 4.408 6.141  -0.317
O: -3.284 3.683 4.014  -0.297
C: -1.353 2.165 5.068  -0.179
C: -2.194 0.992 4.556  -0.122
N: -2.305 0.928 3.099  0.055
C: -1.259 0.717 2.257  -0.336
N: -1.627 0.807 0.988  0.132
C: -2.961 1.075 0.995  -0.006
C: -3.406 1.135 2.284  -0.144
N: -4.759 1.270 2.718  -0.337
O: -5.061 0.850 3.829  0.070
O: -5.536 1.770 1.934  0.111
C: 0.116 0.407 2.737  0.004
H: -0.262 5.085 1.882  0.082
H: -1.872 4.371 2.053  0.079
H: -0.431 3.376 2.283  0.061
H: -1.187 5.784 4.068  0.105
H: 0.074 4.588 4.430  0.101
H: -1.223 2.090 6.146  0.107
H: -0.376 2.201 4.588  0.072
H: -3.193 1.032 4.971  0.114
H: -1.722 0.065 4.884  0.131
H: -3.533 1.176 0.086  0.122
H: 0.093 -0.347 3.527  0.093
H: 0.622 1.292 3.128  0.077
H: 0.692 0.054 1.891  0.049
C: -2.020 -4.222 -0.758  -0.080
C: -0.837 -3.861 0.138  -0.532
C: -0.876 -4.700 1.420  -0.088
C: -0.863 -2.375 0.490  -0.220
H: -1.935 -5.247 -1.124  0.078
H: -2.079 -3.549 -1.616  0.064
H: -2.954 -4.136 -0.199  0.087
H: 0.093 -4.093 -0.390  0.103
H: -1.778 -4.463 1.989  0.082
H: -0.006 -4.506 2.051  0.065
H: -0.887 -5.769 1.189  0.076
H: -0.317 -2.168 1.412  0.027
H: -1.879 -1.983 0.566  0.049

Force components x, y, z for each atom (eV/Å):
In -0.0996 0.2504 0.3278
O -0.1388 0.0116 0.4235
C 0.0092 0.3777 0.2139
C -0.0264 -0.3244 -0.0180
N -0.1211 -0.1504 -0.1053
C -0.2398 -0.2249 -0.0407
C -0.0004 0.0794 -0.1076
O 0.0741 -0.0474 0.0699
O 0.5022 -0.0455 -0.2274
C 0.1734 -0.1069 0.1312
C 0.4588 0.2707 0.0498
O -0.3128 -0.2414 0.0319
O -0.3358 -0.6392 -0.1723
H 0.2428 -0.1336 0.0543
H -0.0631 0.0092 0.0113
H -0.0015 0.1347 -0.0406
H 0.0860 0.0189 -0.0536
H -0.0227 0.1028 -0.0015
H 0.0494 0.0084 -0.0007
H 0.0221 0.1161 0.0038
H 0.0317 0.0108 -0.0370
H -0.0593 0.0104 -0.0602
C -0.0798 -0.0688 -0.0584
N 0.0330 0.0849 0.1420
C -0.0126 -0.0265 0.0523
C 0.2013 -0.2426 -0.1822
N -0.7128 0.0025 0.3921
N -0.1395 0.5069 -0.2401
C -0.3208 -0.4095 0.4225
N 0.1942 0.1140 -0.1214
N 0.0500 0.1179 -0.3795
H -0.0070 0.0051 -0.0045
H 0.0950 0.0173 -0.0198
H -0.0056 0.0114 -0.0050
H -0.0263 0.0150 -0.0042
H 0.0222 -0.0104 0.0154
H -0.0133 -0.0156 -0.0209
H 0.0486 0.0220 -0.0134
H 0.0056 -0.0911 -0.0288
H -0.0787 0.0594 0.0649
H -0.0471 0.0444 0.0187
H 0.0265 0.0951 0.0428
C -0.0091 -0.0097 0.0081
C -0.3567 -0.3452 0.0259
S 0.3524 -0.0295 0.0715
O 0.1393 -0.0155 0.0881
O -0.1426 -0.2050 -0.1825
C -0.3059 0.2798 -0.3143
C 0.0802 0.1726 -0.0397
N -0.1457 -0.0904 0.1478
C -0.1913 0.1677 -0.1618
N 0.3110 -0.1282 0.2496
C -0.1882 -0.0210 0.0149
C 0.4293 0.1194 -0.1963
N -0.2264 0.1225 0.2795
O 0.1811 0.0507 -0.1348
O 0.0843 -0.0713 -0.0172
C -0.1063 0.0641 0.0022
H 0.0390 -0.0289 0.0110
H 0.0391 0.0058 -0.0365
H -0.0026 0.0052 -0.0048
H 0.0022 0.0088 0.0502
H 0.0165 0.0913 0.0211
H 0.0512 -0.0638 0.0132
H -0.0141 0.0104 0.1221
H -0.0916 -0.0424 -0.0314
H -0.0449 0.0125 0.1005
H -0.0786 -0.0242 0.0492
H 0.0347 -0.0075 -0.0425
H 0.0371 -0.0357 -0.0669
H 0.1337 -0.0646 -0.0769
C 0.2000 0.0264 -0.0175
C -0.0737 -0.0740 0.2014
C 0.0216 -0.0480 -0.2033
C 0.5585 0.5126 -0.6731
H -0.0321 -0.0042 -0.0128
H -0.0662 -0.0258 -0.0181
H -0.0344 0.0449 -0.0446
H 0.0129 -0.0306 0.0414
H 0.0122 -0.0184 0.0534
H -0.0238 0.0357 0.0080
H -0.0250 -0.0011 0.0289
H -0.0363 -0.0102 0.0488
H -0.0023 -0.0540 0.1132

Energy ... -71342.3932 eV
Orbital gap ... 0.326 Ha
M ... 723.52 u
Charge ... 0

Q: Which formula does entry 2 have?
A: C22H42GaNOP3